Entry 1:
Below is an isolated ion of composition C4H9N2 and charge +1 at a distorted geometry, with properties calculated with wB97M-V/def2-TZVPD.

Summary:
expectation value of S² = 2.008
net charge = +1
gap between HOMO and LUMO (spin up / spin down) = 6.73 / 7.30 eV
multiplicity = 3
ΔE to the lowest compared entry with this formula, charge and spin = 352.0 kJ/mol

Each line ends with the natural charge from an NBO analysis.
CARTESIAN COORDINATES (ANGSTROEM)
C: -2.62 0.56 0.31  -0.261
C: -1.35 0.40 0.13  0.397
C: 1.47 0.05 0.53  0.030
C: -0.21 -1.03 -1.30  -0.475
N: 1.71 1.04 1.36  -0.714
N: -0.21 -0.08 -0.19  -0.425
H: -3.15 1.37 -0.17  0.237
H: -3.04 0.03 1.09  0.219
H: 1.24 -0.90 0.91  0.219
H: 0.41 -1.95 -1.12  0.237
H: -1.17 -1.48 -1.55  0.232
H: 0.26 -0.74 -2.34  0.238
H: 2.21 1.90 0.96  0.425
H: 1.24 1.08 2.17  0.399
H: 2.21 0.17 -0.37  0.242

=====

Entry 2:
Below is C23H27F7MgN5O15S as an isolated structure at a distorted geometry, with properties calculated with wB97M-V/def2-TZVPD.

Summary:
net charge = +1
gap between HOMO and LUMO = 10.10 eV
multiplicity = 1

Each line ends with the Mulliken charge.
CARTESIAN COORDINATES (ANGSTROEM)
Mg: -1.20 0.64 3.38  0.916
C: 0.58 -0.60 -0.26  0.304
F: 0.33 -1.91 -0.34  -0.089
F: 1.54 -0.28 0.62  -0.215
F: 1.02 -0.15 -1.43  -0.188
S: -1.04 0.35 0.15  1.134
O: -2.07 -0.41 -0.56  -0.382
O: -1.24 0.27 1.60  -0.419
O: -0.90 1.76 -0.19  -0.596
C: 0.86 3.07 -3.20  -0.176
C: 1.77 3.54 -2.01  0.799
O: 2.13 4.87 -2.35  -0.348
C: 1.35 5.22 -3.40  0.525
O: 1.31 6.38 -3.86  -0.554
O: 0.81 4.19 -4.00  -0.323
F: 2.87 2.77 -1.97  -0.327
H: -0.13 2.71 -2.92  0.178
H: 1.42 2.28 -3.70  0.276
H: 1.26 3.39 -1.06  -0.062
C: 5.50 1.91 -0.09  -0.420
C: 4.35 1.04 0.22  0.819
O: 4.28 1.12 1.63  -0.169
C: 5.53 1.50 2.08  0.495
O: 5.96 1.46 3.25  -0.563
O: 6.27 1.96 1.06  -0.289
F: 4.78 -0.21 -0.17  -0.313
H: 5.21 2.86 -0.55  0.282
H: 6.07 1.33 -0.81  0.319
H: 3.38 1.26 -0.24  -0.188
C: -4.35 -0.14 -3.41  -0.377
C: -4.73 0.45 -2.04  0.540
O: -6.08 0.72 -2.25  -0.375
C: -6.34 0.92 -3.52  0.543
O: -7.40 1.38 -3.88  -0.531
O: -5.23 0.61 -4.25  -0.361
F: -4.12 1.57 -1.78  -0.293
H: -4.65 -1.19 -3.46  0.307
H: -3.28 0.08 -3.49  0.337
H: -4.58 -0.20 -1.18  0.201
C: 3.17 -3.27 -1.41  -0.021
C: 4.27 -4.22 -1.23  0.292
O: 3.83 -5.40 -1.86  -0.318
C: 2.46 -5.38 -1.89  0.589
O: 1.74 -6.35 -2.26  -0.562
O: 2.08 -4.15 -1.53  -0.262
F: 4.49 -4.50 0.11  -0.301
H: 3.19 -2.62 -2.28  0.298
H: 2.99 -2.59 -0.58  -0.064
H: 5.19 -3.78 -1.59  0.332
C: -1.64 4.51 1.50  -0.495
C: -1.98 3.40 2.38  0.564
N: -2.12 2.57 3.16  -0.464
H: -2.41 4.80 0.78  0.328
H: -0.82 4.16 0.87  -0.146
H: -1.30 5.39 2.05  0.363
C: -3.28 -3.51 -1.72  -0.406
C: -3.22 -3.72 -0.27  0.511
N: -3.14 -3.94 0.86  -0.579
H: -3.33 -2.43 -1.91  -0.186
H: -4.22 -3.85 -2.14  0.385
H: -2.44 -3.94 -2.25  0.331
C: -5.33 -1.49 2.94  -0.758
C: -4.15 -0.73 3.33  0.565
N: -3.20 -0.08 3.65  -0.452
H: -5.94 -0.94 2.23  0.276
H: -5.88 -1.98 3.74  0.346
H: -4.95 -2.21 2.21  0.140
C: 2.89 1.65 4.52  -1.190
C: 1.66 1.52 3.76  0.780
N: 0.70 1.34 3.20  -0.394
H: 2.69 1.65 5.59  0.371
H: 3.50 2.52 4.24  0.307
H: 3.61 0.86 4.35  0.289
C: 0.11 -3.80 2.45  -0.455
C: -0.28 -2.48 3.01  0.523
N: -0.60 -1.40 3.48  -0.550
H: -0.84 -4.09 2.00  0.176
H: 0.43 -4.39 3.30  0.377
H: 0.81 -3.68 1.62  0.043

=====

Entry 3:
Below is C21H40AsCoN2O6S2Si3 as an isolated structure at a distorted geometry, with properties calculated with wB97M-V/def2-TZVPD.

Summary:
expectation value of S² = 6.011
gap between HOMO and LUMO (spin up / spin down) = 8.41 / 6.90 eV
multiplicity = 5
ΔE to the lowest compared entry with this formula, charge and spin = 172.4 kJ/mol

Each line ends with the Löwdin spin population.
CARTESIAN COORDINATES (ANGSTROEM)
Co: -0.33 -0.41 0.67  2.749
O: 2.88 1.31 1.89  0.005
S: 1.64 0.66 1.58  0.015
O: 1.64 -0.83 1.63  0.060
O: 1.17 0.96 0.15  0.179
O: 0.48 1.12 2.42  0.040
C: -4.67 -1.03 2.71  0.001
N: -3.96 -0.23 1.73  0.004
C: -2.70 0.21 1.91  0.010
N: -2.15 0.17 3.14  0.002
O: -2.06 0.68 0.94  0.047
H: -5.65 -1.28 2.32  0.000
H: -4.81 -0.45 3.63  0.000
H: -4.14 -1.96 2.94  0.000
H: -4.16 -0.40 0.76  0.000
H: -2.53 -0.43 3.85  0.000
H: -1.16 0.42 3.18  0.000
C: 3.92 3.91 0.15  -0.001
Si: 2.49 3.97 -1.02  0.044
C: 2.56 2.67 -2.35  0.000
C: 2.31 5.69 -1.73  0.023
As: 0.51 3.51 0.20  0.556
Si: 0.33 4.49 2.36  0.056
C: 0.36 6.33 2.03  0.035
C: 1.80 3.97 3.36  0.000
C: -1.29 3.96 3.09  -0.001
Si: -1.42 3.43 -1.18  0.057
C: -2.93 3.68 -0.12  0.001
C: -1.24 4.86 -2.37  0.023
C: -1.39 1.82 -2.10  0.006
H: 4.84 4.08 -0.41  0.000
H: 3.98 2.94 0.65  0.000
H: 3.85 4.69 0.91  0.000
H: 3.53 2.70 -2.84  0.000
H: 1.79 2.82 -3.11  0.000
H: 2.43 1.69 -1.89  0.000
H: 3.22 5.95 -2.28  0.003
H: 2.19 6.43 -0.93  0.001
H: 1.47 5.78 -2.42  0.000
H: 1.33 6.64 1.63  0.000
H: 0.20 6.88 2.96  0.005
H: -0.42 6.64 1.32  0.002
H: 2.69 3.80 2.75  0.000
H: 1.60 3.02 3.85  0.000
H: 2.03 4.73 4.11  0.000
H: -2.14 4.43 2.60  0.000
H: -1.31 4.25 4.15  0.000
H: -1.38 2.88 3.03  0.000
H: -3.00 4.71 0.22  0.000
H: -2.93 3.00 0.73  0.000
H: -3.82 3.47 -0.72  0.000
H: -1.06 5.80 -1.86  0.002
H: -2.16 4.96 -2.95  0.003
H: -0.43 4.69 -3.08  0.000
H: -1.45 0.97 -1.41  0.002
H: -0.50 1.73 -2.71  0.000
H: -2.26 1.77 -2.76  0.000
C: -7.47 -5.46 2.13  0.000
C: -7.42 -6.92 1.76  0.000
O: -8.32 -7.68 1.99  0.000
S: -5.98 -7.60 0.94  0.000
C: -4.84 -6.25 0.79  0.002
C: -4.82 -5.48 -0.37  0.000
C: -3.92 -4.43 -0.49  0.003
C: -3.02 -4.14 0.54  0.003
C: -3.04 -4.94 1.69  0.003
C: -3.93 -5.99 1.81  0.000
C: -2.11 -3.04 0.43  0.030
C: -1.34 -2.10 0.35  0.026
H: -8.41 -5.06 1.75  0.000
H: -6.64 -4.87 1.75  0.000
H: -7.50 -5.39 3.22  0.000
H: -5.51 -5.70 -1.17  0.000
H: -3.90 -3.83 -1.39  0.000
H: -2.33 -4.73 2.48  0.000
H: -3.93 -6.60 2.70  0.000

=====

Entry 4:
Below is C25H16F6N3OPPdSb as an isolated structure at a distorted geometry, with properties calculated with wB97M-V/def2-TZVPD.

Summary:
expectation value of S² = 3.773
gap between HOMO and LUMO (spin up / spin down) = 7.64 / 6.13 eV
multiplicity = 4
ΔE to the lowest compared entry with this formula, charge and spin = 5.1 kJ/mol

Each line ends with the natural charge from an NBO analysis.
CARTESIAN COORDINATES (ANGSTROEM)
Pd: 0.98 0.22 1.69  0.917
C: 0.43 -2.91 -3.49  -0.183
C: 0.52 -1.65 -4.06  -0.209
C: 0.54 -0.59 -3.18  -0.160
C: 0.49 -0.77 -1.77  -0.406
C: 0.46 -2.05 -1.24  -0.172
C: 0.45 -3.11 -2.12  -0.196
P: 0.29 0.61 -0.72  1.046
C: -1.27 1.34 -1.17  -0.417
C: -1.46 2.72 -1.04  -0.130
C: -2.70 3.31 -1.15  -0.234
C: -3.79 2.49 -1.39  -0.176
C: -3.62 1.15 -1.70  -0.203
C: -2.36 0.61 -1.59  -0.177
C: 1.51 1.83 -1.22  -0.368
C: 1.46 2.64 -2.31  -0.175
C: 2.54 3.45 -2.73  -0.224
C: 3.71 3.28 -2.03  -0.175
C: 3.77 2.64 -0.75  0.024
C: 4.92 2.59 0.05  -0.204
C: 4.94 1.91 1.25  -0.205
C: 3.80 1.33 1.77  -0.252
C: 2.68 1.22 1.00  -0.247
C: 2.60 1.86 -0.30  -0.095
H: 0.37 -3.81 -4.08  0.219
H: 0.34 -1.43 -5.15  0.230
H: 0.33 0.38 -3.52  0.208
H: 0.37 -2.11 -0.18  0.223
H: 0.36 -4.10 -1.78  0.219
H: -0.65 3.40 -0.85  0.212
H: -2.79 4.43 -1.07  0.227
H: -4.82 2.92 -1.44  0.219
H: -4.48 0.59 -2.04  0.225
H: -2.28 -0.45 -1.87  0.223
H: 0.60 2.58 -2.96  0.220
H: 2.58 4.05 -3.65  0.232
H: 4.66 3.77 -2.34  0.214
H: 5.81 3.06 -0.32  0.214
H: 5.87 1.88 1.82  0.222
H: 3.76 0.81 2.70  0.223
O: -1.37 -4.66 2.93  -0.125
N: -2.37 -5.01 3.44  0.238
C: -2.66 -5.17 4.68  -0.124
C: -1.57 -4.94 5.60  0.234
N: -0.63 -4.84 6.30  -0.234
C: -3.99 -5.56 5.00  0.240
N: -4.91 -5.95 5.57  -0.230
F: -2.28 -0.84 1.24  -0.672
Sb: -1.98 -0.59 3.05  3.174
F: -1.06 1.09 2.70  -0.692
F: -0.23 -1.37 2.90  -0.703
F: -1.45 -0.48 4.82  -0.665
F: -2.89 -2.21 3.47  -0.683
F: -3.54 0.45 3.22  -0.663

=====

Entry 5:
Below is a 2-piece molecular cluster, C2HBr2Cl2F overall at a distorted geometry, with properties calculated with wB97M-V/def2-TZVPD.

Summary:
SMILES = F/C(Cl)=C(\Cl)Br.Br
gap between HOMO and LUMO = 9.99 eV
multiplicity = 1
ΔE to the lowest compared entry with this formula, charge and spin = 56.6 kJ/mol

Each line ends with the natural charge from an NBO analysis.
CARTESIAN COORDINATES (ANGSTROEM)
F: -3.01 1.68 -1.56  -0.293
C: -3.60 0.93 -0.61  0.296
Cl: -3.81 1.99 0.69  0.055
C: -3.90 -0.36 -0.58  -0.289
Cl: -3.67 -1.28 -2.00  0.075
Br: -4.83 -1.09 0.84  0.156
Br: 0.54 1.39 1.12  -0.207
H: 1.14 0.37 0.29  0.207

=====

Entry 6:
Below is a 3-piece molecular cluster, C46H28O9 overall at a distorted geometry, with properties calculated with wB97M-V/def2-TZVPD.

Summary:
SMILES = O=C1OC(=O)C(OC(=O)c2ccccc2)=C1Cc1ccccc1.O=C1c2ccccc2C(=O)c2ccccc21.O=C1c2ccccc2C(=O)c2ccccc21
gap between HOMO and LUMO = 7.79 eV
multiplicity = 1

Each line ends with the Mulliken charge.
CARTESIAN COORDINATES (ANGSTROEM)
O: -1.37 -0.40 5.37  -0.494
C: -2.44 -0.51 4.86  0.301
O: -3.42 -1.10 5.71  -0.304
C: -4.62 -0.89 5.02  0.360
O: -5.64 -1.04 5.62  -0.511
C: -4.32 -0.46 3.57  0.534
O: -5.27 -0.36 2.55  -0.385
C: -6.43 0.35 2.99  0.025
O: -7.47 -0.18 3.19  -0.437
C: -6.23 1.89 3.15  0.600
C: -6.66 2.61 4.35  -0.381
C: -6.43 4.07 4.37  -0.565
C: -5.78 4.72 3.22  -0.328
C: -5.35 4.00 2.04  -0.645
C: -5.59 2.56 2.00  -0.129
C: -2.96 -0.18 3.44  0.234
C: -2.21 0.34 2.16  0.911
C: -0.92 1.09 2.66  0.150
C: -0.97 2.07 3.75  -0.211
C: 0.17 2.77 4.29  -0.615
C: 1.50 2.50 3.72  -0.485
C: 1.59 1.57 2.61  -0.388
C: 0.42 0.85 2.05  -0.633
H: -7.12 2.09 5.21  0.411
H: -6.74 4.69 5.24  0.365
H: -5.63 5.83 3.24  0.342
H: -4.85 4.45 1.15  0.360
H: -5.26 1.95 1.13  0.397
H: -2.85 1.03 1.55  0.189
H: -1.96 -0.54 1.47  -0.494
H: -1.97 2.26 4.20  0.388
H: 0.05 3.47 5.14  0.338
H: 2.38 3.02 4.16  0.332
H: 2.60 1.38 2.18  0.379
H: 0.57 0.15 1.20  0.465
O: 8.37 1.67 -3.95  -0.672
C: 7.50 1.52 -3.11  0.566
C: 7.33 2.52 -2.02  0.269
C: 8.15 3.64 -1.97  -0.589
C: 7.97 4.59 -0.98  -0.450
C: 6.97 4.43 -0.03  -0.544
C: 6.15 3.31 -0.06  -0.531
C: 6.33 2.34 -1.05  0.234
C: 5.47 1.14 -1.07  0.460
O: 4.63 0.96 -0.20  -0.694
C: 5.63 0.16 -2.17  0.211
C: 4.81 -0.95 -2.21  -0.630
C: 4.91 -1.86 -3.25  -0.446
C: 5.85 -1.67 -4.25  -0.615
C: 6.70 -0.56 -4.21  -0.609
C: 6.59 0.35 -3.16  0.265
H: 8.94 3.77 -2.71  0.466
H: 8.61 5.46 -0.95  0.390
H: 6.82 5.18 0.73  0.405
H: 5.37 3.19 0.68  0.551
H: 4.07 -1.11 -1.43  0.540
H: 4.26 -2.72 -3.27  0.535
H: 5.93 -2.37 -5.07  0.412
H: 7.43 -0.41 -4.99  0.467
O: -3.23 -5.43 -4.32  -0.669
C: -2.59 -4.65 -3.64  0.570
C: -1.28 -4.13 -4.12  0.196
C: -0.79 -4.52 -5.37  -0.553
C: 0.42 -4.00 -5.83  -0.545
C: 1.13 -3.09 -5.05  -0.451
C: 0.64 -2.71 -3.80  -0.671
C: -0.55 -3.24 -3.34  0.160
C: -1.03 -2.84 -2.00  0.486
O: -0.35 -2.10 -1.30  -0.701
C: -2.33 -3.33 -1.53  0.043
C: -2.80 -2.93 -0.29  -0.651
C: -4.02 -3.35 0.16  -0.309
C: -4.81 -4.19 -0.63  -0.653
C: -4.35 -4.61 -1.87  -0.553
C: -3.10 -4.19 -2.32  0.389
H: -1.34 -5.22 -5.98  0.472
H: 0.80 -4.30 -6.80  0.407
H: 2.06 -2.67 -5.41  0.482
H: 1.20 -2.01 -3.20  0.601
H: -2.20 -2.28 0.34  0.516
H: -4.36 -3.02 1.13  0.476
H: -5.79 -4.51 -0.27  0.415
H: -4.96 -5.26 -2.48  0.477

=====

Entry 7:
Below is C26H62BrF8NO13S8Si2 as an isolated structure at a distorted geometry, with properties calculated with wB97M-V/def2-TZVPD.

Summary:
gap between HOMO and LUMO = 6.82 eV
multiplicity = 1

Each line ends with the Mulliken charge.
CARTESIAN COORDINATES (ANGSTROEM)
C: -4.88 1.52 2.08  -0.713
C: -3.59 1.95 1.86  -0.629
C: -2.67 1.26 0.91  0.001
Si: -1.85 -0.17 1.82  0.354
C: -1.32 -1.51 0.57  -0.602
O: -0.86 -2.76 1.11  -0.394
C: -1.74 -3.51 1.74  0.809
F: -1.70 -3.34 3.06  -0.235
F: -3.00 -3.38 1.34  -0.261
F: -1.41 -4.80 1.54  -0.284
O: -0.67 0.30 2.93  -0.136
Si: 0.89 0.39 2.47  0.607
Br: 1.04 1.45 0.51  -0.318
O: 1.50 -1.11 2.46  -0.053
C: 2.94 -1.26 2.44  -0.643
C: 3.60 -0.84 1.13  -0.872
N: 4.32 0.43 1.22  0.059
C: 5.36 0.56 0.19  -1.129
C: 5.15 1.69 -0.83  1.409
C: 6.06 2.89 -0.59  -1.693
O: 3.79 2.08 -0.94  -0.285
S: 1.86 1.73 3.94  0.917
O: 1.33 1.31 5.21  -0.703
O: 3.30 1.71 3.94  -0.600
C: 1.20 3.46 3.68  0.520
F: 1.27 4.03 4.88  -0.276
F: -0.09 3.42 3.35  -0.209
C: 2.00 4.37 2.68  0.663
F: 1.15 4.87 1.78  -0.259
F: 2.56 5.38 3.32  -0.277
F: 2.94 3.72 2.03  -0.210
H: -5.15 1.01 3.00  0.136
H: -5.65 1.62 1.33  0.277
H: -3.22 2.84 2.37  0.400
H: -1.95 1.99 0.53  0.377
H: -3.29 0.81 0.13  0.239
H: -2.93 -0.77 2.62  -0.359
H: -2.16 -1.63 -0.13  0.601
H: -0.51 -1.15 -0.06  0.299
H: 3.12 -2.33 2.52  0.355
H: 3.42 -0.83 3.32  0.437
H: 2.88 -0.86 0.32  0.269
H: 4.32 -1.63 0.88  0.541
H: 4.79 0.41 2.11  0.248
H: 5.53 -0.37 -0.36  0.395
H: 6.28 0.79 0.71  0.503
H: 5.45 1.29 -1.80  -0.597
H: 7.03 2.55 -0.24  0.479
H: 5.63 3.59 0.13  0.307
H: 6.22 3.45 -1.51  0.374
H: 3.77 2.89 -1.47  0.177
C: 0.47 -5.96 4.65  -0.920
S: 1.04 -4.82 5.92  0.663
O: 2.36 -5.31 6.39  -0.671
C: -0.18 -5.29 7.15  -0.979
H: 1.12 -5.86 3.79  0.298
H: 0.50 -6.98 5.03  0.399
H: -0.55 -5.69 4.36  0.262
H: -0.10 -6.35 7.36  0.314
H: -1.18 -5.05 6.78  0.330
H: 0.02 -4.72 8.06  0.307
C: 3.48 -2.05 -4.34  -1.081
S: 3.48 -0.52 -3.40  0.627
O: 3.81 -0.88 -1.99  -0.505
C: 1.70 -0.27 -3.49  -1.099
H: 4.50 -2.43 -4.38  0.411
H: 2.84 -2.78 -3.85  0.269
H: 3.12 -1.86 -5.35  0.410
H: 1.19 -1.12 -3.05  0.266
H: 1.41 -0.13 -4.53  0.464
H: 1.47 0.63 -2.92  0.255
C: -6.54 0.98 -3.18  -1.083
S: -6.44 2.55 -2.31  0.612
O: -5.94 2.27 -0.94  -0.559
C: -8.21 2.81 -2.19  -1.096
H: -5.53 0.61 -3.32  0.300
H: -7.11 0.27 -2.58  0.342
H: -7.02 1.13 -4.14  0.404
H: -8.67 1.98 -1.66  0.358
H: -8.63 2.91 -3.19  0.391
H: -8.38 3.74 -1.64  0.305
C: 0.75 -6.02 -6.21  -0.979
S: -0.09 -4.89 -5.10  0.401
O: 0.88 -3.81 -4.76  -0.495
C: -0.14 -6.00 -3.69  -0.862
H: 0.92 -5.51 -7.15  0.315
H: 1.71 -6.32 -5.77  0.306
H: 0.12 -6.90 -6.38  0.389
H: 0.88 -6.30 -3.42  0.303
H: -0.74 -6.88 -3.94  0.381
H: -0.59 -5.47 -2.85  0.234
C: -3.26 5.02 -2.82  -0.860
S: -4.26 6.29 -3.63  0.469
O: -5.50 5.63 -4.10  -0.580
C: -3.18 6.49 -5.05  -0.932
H: -3.77 4.71 -1.91  0.233
H: -3.14 4.17 -3.49  0.286
H: -2.29 5.44 -2.56  0.416
H: -3.07 5.54 -5.57  0.292
H: -2.21 6.86 -4.72  0.349
H: -3.64 7.22 -5.72  0.323
C: -6.40 1.40 7.60  -0.976
S: -6.12 0.66 5.98  0.581
O: -6.78 1.53 4.98  -0.601
C: -7.20 -0.76 6.24  -0.959
H: -5.84 2.33 7.64  0.321
H: -7.46 1.60 7.73  0.300
H: -6.04 0.72 8.38  0.359
H: -8.21 -0.41 6.47  0.316
H: -6.82 -1.36 7.06  0.358
H: -7.21 -1.35 5.33  0.300
C: 7.34 0.43 -6.44  -1.062
S: 6.98 0.27 -4.69  0.705
O: 6.32 1.53 -4.26  -0.619
C: 8.69 0.37 -4.13  -1.072
H: 6.40 0.44 -6.98  0.317
H: 7.88 1.36 -6.62  0.331
H: 7.94 -0.42 -6.77  0.387
H: 9.13 1.30 -4.47  0.336
H: 9.25 -0.48 -4.53  0.379
H: 8.69 0.33 -3.05  0.297

=====

Entry 8:
Below is the molecule CH4N2O2S at a distorted geometry, with properties calculated with wB97M-V/def2-TZVPD.

Summary:
SMILES = NC(=O)N(O)S
gap between HOMO and LUMO = 10.17 eV
multiplicity = 1
ΔE to the lowest compared entry with this formula, charge and spin = 192.3 kJ/mol

Each line ends with the natural charge from an NBO analysis.
CARTESIAN COORDINATES (ANGSTROEM)
N: 0.65 0.09 1.48  -0.830
C: 0.01 -0.68 0.55  0.771
O: -0.65 -1.65 0.78  -0.559
N: 0.02 0.11 -0.86  -0.381
O: -0.02 1.49 -0.55  -0.540
S: -1.13 -0.61 -1.94  0.181
H: 1.50 0.54 1.13  0.404
H: 0.76 -0.19 2.36  0.391
H: -0.71 1.56 0.11  0.453
H: -0.42 -0.65 -3.07  0.110